# 1
Here is the molecule C7H10 from the OMol25 dataset. Energies are from ωB97M-V/def2-TZVPD.

Geometry as XYZ:
```
17
Properties=species:S:1:pos:R:3:forces:R:3
C -2.076 1.071 -2.433 0.81 -2.00 -3.27
C -0.615 0.820 -2.100 1.12 -0.95 2.06
C -0.306 0.061 -1.036 0.22 0.92 2.78
C -0.049 -0.389 0.212 -0.45 -1.95 -1.16
C 0.286 -1.797 0.807 1.53 2.78 1.21
C 0.407 -0.534 1.724 -1.46 3.63 -0.06
C 1.735 0.037 2.075 4.33 -1.88 -0.03
H -2.433 1.756 -1.698 -0.97 0.36 0.20
H -2.528 0.010 -2.457 0.08 1.97 0.50
H -2.187 1.422 -3.551 0.11 -0.23 2.35
H 0.268 1.355 -2.482 -0.71 -0.32 -0.60
H 1.380 -1.895 0.561 -1.27 -1.27 0.21
H -0.348 -2.620 1.151 0.10 0.30 -0.85
H -0.015 0.207 2.649 -1.46 -3.22 -2.59
H 2.654 -0.729 1.999 -1.83 1.40 -0.34
H 1.850 0.341 3.122 -0.40 0.04 -0.18
H 1.975 0.884 1.457 0.25 0.42 -0.22
```
Positions in Å, forces in eV/Å.

Computed properties:
ΔE to the lowest compared entry with this formula, charge and spin: 138.7 kcal per mole
SMILES string: CC=C=C1C[C@H]1C
net charge: 0
LUMO energy: 1.02 eV
energy: -7415.021 eV

Here are the Mulliken charges for atoms 1 to 6, given in e:
1. C -0.830
2. C -0.466
3. C 0.286
4. C -0.016
5. C -0.647
6. C 0.090

# 2
Here is a cluster of 2 separate species, C3H9O2S in total from the OMol25 dataset. Energies are from ωB97M-V/def2-TZVPD.

Geometry as XYZ:
```
15
Properties=species:S:1:pos:R:3:forces:R:3
C 0.471 1.079 0.291 0.72 2.48 -4.55
O 0.500 1.211 -1.189 1.35 -0.13 2.20
C -0.411 -0.098 0.465 2.21 -1.90 2.36
C 0.706 -1.268 0.932 -4.69 0.06 -0.95
S -0.404 -2.732 1.620 -0.22 2.54 -1.17
H 0.148 2.121 0.580 -0.30 -1.13 0.74
H 1.495 0.928 0.783 -0.88 0.21 -0.72
H -1.156 0.172 1.232 -0.04 -1.04 0.03
H -0.812 -0.448 -0.479 -0.25 0.39 0.10
H 1.375 -0.844 1.619 0.49 0.13 1.51
H 1.278 -1.634 0.089 -0.28 0.00 -0.33
H 0.667 -3.294 1.970 1.95 -1.80 0.97
H -1.950 1.330 -3.067 0.00 -0.42 0.29
H -0.673 1.569 -2.033 0.45 -0.34 0.22
O -1.234 1.906 -2.814 -0.49 0.94 -0.71
```
Positions in Å, forces in eV/Å.

Computed properties:
ΔE to the lowest compared entry with this formula, charge and spin: 50.1 kcal per mole
net charge: -1
LUMO energy: 3.06 eV
energy: -18185.751 eV

Here are the Mulliken charges for atoms 1 to 6, given in e:
1. C -0.381
2. O -0.926
3. C -0.477
4. C -0.773
5. S -0.256
6. H 0.227

# 3
Here is a structure of composition C43H55F5LiP2Si from the OMol25 dataset. Energies are from ωB97M-V/def2-TZVPD.

Geometry as XYZ:
```
107
Properties=species:S:1:pos:R:3:forces:R:3
Li -0.492 0.691 1.863 -0.22 -0.28 0.21
C -2.898 3.391 -0.287 0.33 -0.07 0.21
Si -1.405 2.221 0.121 -0.54 0.25 -0.12
C 0.086 3.364 -0.203 -0.10 -0.06 0.10
C -0.065 4.741 -0.315 -0.13 0.24 -0.15
C 1.012 5.606 -0.255 0.14 0.18 -0.04
C 2.290 5.102 -0.086 0.09 0.11 -0.03
C 2.471 3.733 0.006 0.10 0.06 0.03
C 1.384 2.867 -0.038 0.24 -0.07 -0.03
P 1.540 1.046 -0.036 0.87 0.27 -0.09
C 2.436 0.884 -1.704 -0.33 -0.33 0.38
C 2.223 -0.540 -2.213 -0.24 0.15 -0.36
C 2.721 -0.712 -3.645 0.20 -0.23 0.14
C 4.198 -0.342 -3.741 -0.15 0.18 -0.23
C 4.404 1.089 -3.256 0.20 -0.20 0.14
C 3.913 1.247 -1.817 -0.14 0.27 -0.12
C 2.705 0.640 1.390 -0.39 0.17 -0.21
C 2.911 -0.885 1.461 0.03 -0.17 -0.22
C 4.343 -1.294 1.139 -0.05 -0.13 0.03
C 5.310 -0.740 2.192 -0.05 0.02 -0.09
C 4.807 0.604 2.730 0.13 0.10 -0.04
C 4.019 1.379 1.673 -0.06 0.02 0.23
C -1.602 1.151 -1.467 0.03 -0.02 0.22
C -1.476 1.707 -2.735 0.04 0.12 -0.24
C -1.839 1.022 -3.881 0.00 0.13 -0.14
C -2.366 -0.254 -3.774 -0.06 -0.21 -0.18
C -2.480 -0.840 -2.528 -0.09 -0.05 -0.04
C -2.087 -0.161 -1.377 0.05 -0.27 -0.06
P -1.999 -0.982 0.253 -0.47 -0.90 0.22
C -1.660 -2.854 -0.006 0.03 0.48 0.35
C -2.448 -3.845 -0.900 -0.11 0.15 -0.12
C -1.807 -4.306 -2.214 0.00 -0.18 0.12
C -0.333 -4.629 -2.040 -0.05 0.25 -0.22
C 0.349 -3.371 -1.530 0.05 -0.24 0.19
C -0.139 -3.052 -0.124 0.14 0.20 0.00
C -3.708 -1.082 1.084 0.23 -0.01 0.30
C -4.756 -2.147 0.747 0.22 -0.08 -0.26
C -5.526 -1.853 -0.535 -0.22 -0.09 0.20
C -6.228 -0.508 -0.405 0.20 0.04 -0.25
C -5.194 0.576 -0.120 -0.22 0.06 0.13
C -4.400 0.279 1.148 0.15 0.18 -0.16
H -2.849 3.845 -1.276 0.11 0.06 -0.19
H -3.830 2.840 -0.242 -0.21 -0.17 0.03
H -2.967 4.190 0.446 -0.05 0.20 0.19
H -1.054 5.148 -0.454 -0.13 0.10 0.02
H 0.861 6.674 -0.342 -0.05 0.08 0.01
H 3.144 5.765 -0.034 0.01 0.04 0.01
H 3.474 3.358 0.126 0.05 -0.06 0.04
H 1.854 1.565 -2.347 0.05 -0.09 0.12
H 2.757 -1.239 -1.566 -0.02 -0.13 0.11
H 1.157 -0.770 -2.164 0.04 -0.06 0.09
H 2.572 -1.746 -3.969 -0.07 0.01 -0.04
H 2.140 -0.069 -4.312 -0.06 0.02 -0.04
H 4.783 -1.023 -3.116 0.04 -0.03 0.00
H 4.554 -0.447 -4.770 0.03 -0.05 0.04
H 5.464 1.353 -3.308 -0.01 0.07 -0.05
H 3.857 1.777 -3.906 -0.01 0.07 -0.05
H 4.495 0.577 -1.183 0.07 0.07 0.07
H 4.083 2.275 -1.497 0.06 -0.05 0.09
H 2.020 0.904 2.210 0.21 -0.03 -0.02
H 2.675 -1.244 2.463 -0.16 -0.06 0.09
H 2.225 -1.376 0.769 -0.04 -0.15 0.10
H 4.413 -2.385 1.095 0.04 0.08 -0.08
H 4.610 -0.915 0.151 0.04 -0.07 -0.03
H 5.402 -1.452 3.016 0.07 0.01 -0.02
H 6.304 -0.624 1.747 0.00 -0.02 0.07
H 4.151 0.443 3.586 -0.01 0.03 0.11
H 5.649 1.208 3.074 0.00 -0.01 0.10
H 3.789 2.368 2.068 0.04 0.05 -0.12
H 4.643 1.497 0.787 -0.03 0.06 -0.10
H -1.100 2.718 -2.823 0.06 0.14 -0.01
H -1.748 1.487 -4.856 0.05 0.03 0.00
H -2.686 -0.795 -4.657 0.00 0.01 -0.02
H -2.907 -1.826 -2.450 0.01 -0.12 0.00
H -1.912 -3.136 1.030 0.03 0.06 -0.19
H -2.603 -4.748 -0.300 -0.08 -0.01 0.02
H -3.435 -3.451 -1.135 -0.09 -0.08 0.10
H -2.353 -5.189 -2.563 -0.05 0.08 -0.05
H -1.899 -3.542 -2.986 0.00 0.03 -0.04
H -0.207 -5.440 -1.318 0.06 -0.11 0.03
H 0.100 -4.950 -2.991 0.01 -0.06 0.01
H 1.433 -3.497 -1.515 0.06 0.10 -0.03
H 0.111 -2.546 -2.203 0.04 0.06 -0.10
H 0.170 -3.870 0.533 0.08 -0.03 0.04
H 0.350 -2.139 0.232 0.04 -0.18 0.07
H -3.367 -1.313 2.102 0.00 0.06 -0.09
H -4.309 -3.139 0.719 -0.01 -0.07 0.05
H -5.476 -2.152 1.573 0.01 -0.04 0.05
H -4.843 -1.809 -1.385 0.01 -0.05 -0.08
H -6.256 -2.649 -0.724 0.09 0.00 -0.05
H -6.773 -0.276 -1.324 -0.06 0.02 0.03
H -6.954 -0.553 0.413 -0.06 0.00 0.02
H -4.501 0.641 -0.963 -0.10 0.11 -0.05
H -5.700 1.540 -0.016 0.10 0.05 -0.07
H -3.652 1.059 1.306 -0.07 0.05 0.13
H -5.080 0.287 2.008 0.02 0.01 0.04
F -2.170 -0.353 3.878 -0.35 -0.16 0.08
C -1.184 0.189 4.645 0.65 0.27 -0.24
C -0.070 0.694 3.989 -0.06 0.06 0.82
C 0.860 1.227 4.873 -0.55 -0.36 -0.36
F 1.998 1.782 4.375 0.28 0.15 0.07
C 0.738 1.243 6.257 0.10 0.07 0.01
F 1.705 1.770 7.048 -0.24 -0.13 -0.14
C -0.404 0.713 6.838 -0.02 0.01 0.01
F -0.553 0.708 8.182 0.03 0.02 -0.34
C -1.391 0.188 6.017 -0.09 -0.06 0.01
F -2.523 -0.312 6.568 0.24 0.07 -0.06
```
Positions in Å, forces in eV/Å.

Computed properties:
ΔE to the lowest compared entry with this formula, charge and spin: 17.2 kcal per mole
net charge: -1
LUMO energy: 2.49 eV
energy: -85733.602 eV

Here are the Mulliken charges for atoms 1 to 6, given in e:
1. Li 0.436
2. C -1.444
3. Si 0.567
4. C 0.972
5. C -0.506
6. C -0.898

# 4
Here is a cluster of 2 separate species, C5H8O2 in total from the OMol25 dataset. Energies are from ωB97M-V/def2-TZVPD.

Geometry as XYZ:
```
15
Properties=species:S:1:pos:R:3:forces:R:3
C 1.842 -0.161 -0.124 -0.09 0.19 -0.02
C 0.994 0.750 0.343 0.11 -0.07 -0.07
C -0.169 1.326 -0.392 0.14 0.10 0.20
O -0.633 0.716 -1.589 0.01 -0.05 -0.04
C -1.503 0.691 -0.432 -0.24 -0.02 0.14
C -1.768 -0.650 0.207 0.25 0.13 -0.42
O -1.235 -1.574 -0.541 -0.13 0.26 0.05
H 2.673 -0.499 0.494 -0.23 0.03 -0.21
H 1.753 -0.575 -1.131 -0.01 0.12 0.30
H 0.006 -1.893 1.714 -0.59 -0.02 -1.58
H 1.130 1.167 1.343 -0.03 -0.13 -0.23
H -0.162 2.420 -0.446 -0.03 -0.25 0.05
H -2.375 1.344 -0.486 0.16 -0.10 -0.05
H 0.247 -1.901 2.371 0.65 -0.06 1.71
H -0.801 -1.162 -1.333 0.03 -0.12 0.16
```
Positions in Å, forces in eV/Å.

Computed properties:
ΔE to the lowest compared entry with this formula, charge and spin: 126.0 kcal per mole
net charge: 0
LUMO energy: 0.68 eV
energy: -9404.367 eV

Here are the Mulliken charges for atoms 1 to 6, given in e:
1. C -0.655
2. C -0.328
3. C 0.020
4. O -0.529
5. C 0.124
6. C -0.437

# 5
Here is a structure of composition C29H40As2CoN2OS4SeSi from the OMol25 dataset. Energies are from ωB97M-V/def2-TZVPD.

Geometry as XYZ:
```
81
Properties=species:S:1:pos:R:3:forces:R:3
Co -1.774 1.259 -0.154 0.50 0.55 0.01
O -8.122 -0.525 -1.182 -0.24 -0.06 0.01
C -6.990 -0.136 -1.115 0.20 0.11 -0.03
S -5.612 -1.006 -1.786 0.29 -0.01 -0.01
C -4.358 0.137 -1.306 0.77 -1.10 -0.79
C -4.778 1.258 -0.649 -0.23 1.29 0.64
S -3.772 2.534 -0.116 -0.54 -0.36 -0.21
S -6.506 1.377 -0.339 0.14 0.12 0.04
S -2.727 -0.218 -1.705 -0.93 -0.05 0.14
C -0.348 1.456 -3.578 -0.13 0.58 0.35
Si -0.313 3.001 -2.467 -0.05 -0.02 -0.33
C -1.761 4.198 -2.881 0.52 -0.53 0.14
C 1.320 3.900 -2.923 -0.57 -0.31 0.32
N -0.382 2.436 -0.824 -0.26 -0.25 -1.27
C -0.116 3.204 0.265 0.48 0.42 0.74
C -0.033 4.611 0.239 -0.07 -0.17 -0.04
C 0.152 5.338 1.393 0.06 0.13 0.10
C 0.251 4.707 2.624 0.04 0.00 0.19
C 0.220 3.321 2.672 0.01 0.18 0.28
C 0.087 2.580 1.517 -0.09 -0.05 -0.30
H -0.095 1.716 -4.601 0.10 0.09 -0.24
H -1.320 0.979 -3.585 -0.21 -0.04 -0.04
H 0.368 0.721 -3.218 0.18 -0.04 0.12
H -1.837 4.378 -3.950 0.04 0.03 -0.25
H -1.655 5.161 -2.387 0.12 0.14 0.07
H -2.706 3.782 -2.542 -0.14 -0.17 0.04
H 1.188 4.486 -3.828 -0.09 0.08 -0.21
H 2.101 3.169 -3.112 0.17 -0.17 -0.02
H 1.672 4.569 -2.146 0.07 0.14 0.19
H -0.150 5.122 -0.701 -0.02 0.13 -0.17
H 0.211 6.417 1.337 -0.04 0.09 -0.01
H 0.358 5.288 3.529 0.02 0.01 0.05
H 0.296 2.818 3.627 0.08 -0.09 0.04
H 0.143 1.494 1.546 -0.08 0.11 0.03
Se -2.309 -0.231 1.589 -0.38 -0.90 0.52
C -1.643 0.127 3.339 0.00 0.19 -0.26
C -2.500 0.552 4.353 0.15 -0.08 -0.20
C -1.996 0.685 5.631 -0.18 0.03 0.04
N -0.735 0.438 5.959 0.16 0.14 0.45
C 0.081 0.057 4.986 0.21 -0.07 0.01
C -0.312 -0.119 3.674 -0.21 0.02 -0.11
H -3.537 0.763 4.134 -0.05 0.02 0.01
H -2.635 1.005 6.444 -0.12 0.04 0.04
H 1.104 -0.120 5.291 0.15 -0.07 -0.09
H 0.389 -0.448 2.917 0.02 0.00 0.04
C 1.893 -2.895 -0.183 -0.08 0.03 -0.04
As 0.032 -2.329 -0.541 0.03 -0.33 0.06
C -0.741 -3.325 0.973 0.01 -0.04 -0.12
C -0.398 -3.697 -1.969 -0.04 0.35 0.09
C 0.225 -5.021 -1.753 0.09 -0.26 -0.03
C -0.415 -6.016 -1.014 -0.06 0.04 -0.08
C 0.205 -7.228 -0.763 -0.01 -0.14 0.07
C 1.474 -7.483 -1.255 0.05 -0.10 0.02
C 2.111 -6.517 -2.017 0.11 -0.04 -0.03
C 1.495 -5.303 -2.257 -0.06 0.05 -0.09
H 1.956 -3.957 0.054 -0.02 0.00 0.01
H 2.276 -2.321 0.660 -0.04 0.06 0.03
H 2.520 -2.686 -1.048 0.02 0.03 -0.04
H -0.384 -4.354 0.988 0.07 -0.05 -0.02
H -1.827 -3.314 0.905 -0.01 0.06 -0.01
H -0.466 -2.839 1.908 0.02 0.10 -0.02
H -0.070 -3.259 -2.914 -0.07 0.01 0.07
H -1.488 -3.766 -1.979 0.04 0.10 -0.02
H -1.419 -5.843 -0.649 -0.02 0.05 0.05
H -0.305 -7.984 -0.181 -0.05 -0.02 0.03
H 1.960 -8.429 -1.054 -0.01 -0.03 -0.01
H 3.093 -6.713 -2.428 0.04 0.01 0.00
H 2.002 -4.556 -2.854 0.02 0.05 -0.01
C 4.310 -0.071 -0.794 -0.08 0.08 0.04
As 2.639 0.812 -0.175 0.45 -0.05 0.05
C 3.395 2.632 -0.230 -0.02 0.00 0.01
C 3.057 0.539 1.735 -0.01 -0.07 -0.01
H 5.174 0.427 -0.353 0.05 0.03 0.05
H 4.400 -0.026 -1.877 -0.07 0.03 -0.08
H 4.322 -1.118 -0.493 -0.07 -0.02 0.02
H 4.214 2.714 0.484 0.07 -0.05 0.06
H 2.636 3.368 0.023 -0.10 0.01 0.02
H 3.780 2.854 -1.222 -0.04 -0.02 -0.12
H 4.135 0.579 1.884 0.10 0.04 -0.01
H 2.699 -0.429 2.080 -0.06 -0.09 0.01
H 2.591 1.316 2.336 -0.12 0.07 0.00
```
Positions in Å, forces in eV/Å.

Computed properties:
multiplicity: 5
ΔE to the lowest compared entry with this formula, charge and spin: 16.5 kcal per mole
net charge: -1
LUMO energy (spin up / spin down): 2.48 / 0.54 eV
energy: -311623.359 eV

Here are the Mulliken charges for atoms 1 to 6, given in e:
1. Co 0.812
2. O -0.594
3. C 0.598
4. S -0.135
5. C -0.099
6. C 0.192